This record from OMol25 describes a molecular structure, C16H28F12InN6O12S4 in a non-equilibrium geometry. The level of theory is wB97M-V/def2-TZVPD.

## Properties
- energy (Eh) = -4838.64932
- frontier orbital gap (eV) = 3.74
- energy above the lowest of the compared OMol25 structures with the same formula, charge and spin (eV) = 2.8173
- net charge = +1

Structure (XYZ):
```
79
Properties=species:S:1:pos:R:3:forces:R:3:mulliken_charge:R:1
In 0.48877 -1.02657 0.14627 -1.7565 2.0462 -0.1245 1.597
C -3.07565 0.45667 -2.97391 -0.0783 -0.6989 -0.2936 0.464
F -2.62864 0.09589 -4.21500 -1.3064 0.1687 1.9241 -0.178
F -4.11484 1.32419 -3.05351 1.8086 -1.1681 -0.0192 -0.176
F -3.50864 -0.63158 -2.23503 0.8963 1.5143 -1.5579 -0.151
S -1.59133 1.26556 -2.02817 -2.0736 1.3417 2.1423 0.284
O -1.60188 2.65891 -2.47384 0.8335 -2.4027 0.4204 -0.509
O -1.97136 1.06789 -0.62873 1.0337 -0.6610 -1.4246 -0.263
N -0.16109 0.25132 -2.32520 -3.0178 1.1089 1.1355 0.062
S 0.52854 1.01378 -3.53786 2.2262 2.0774 -5.1977 0.684
O -0.37366 1.57139 -4.61060 1.7825 -1.6229 3.2523 -0.541
O 1.66522 1.85578 -3.14710 -1.8155 -1.3582 -0.1330 -0.593
C 1.31830 -0.44104 -4.51810 -0.5708 2.2263 -1.0211 0.590
F 1.79343 -1.32049 -3.71989 1.4117 -1.5407 1.7549 -0.186
F 0.51583 -1.10743 -5.36181 0.1325 1.0625 0.1166 -0.245
F 2.31402 0.19155 -5.19038 -0.7186 -0.9694 0.1056 -0.218
C -0.07332 2.58078 3.79493 -0.6335 0.4021 -0.6773 0.623
F -0.83926 3.51096 3.12885 0.5147 -1.6241 0.2066 -0.247
F 1.18303 2.71079 3.37973 -0.6163 -0.4008 -0.1820 -0.159
F -0.17560 2.90345 5.03825 0.0474 -0.3492 1.0697 -0.196
S -0.81717 0.67898 3.51980 -1.8778 0.4094 -0.7076 0.494
O -1.42637 0.17087 4.74903 1.7673 0.7373 -1.7351 -0.525
O -1.75147 0.82044 2.40506 1.7123 -0.0854 0.7817 -0.383
N 0.58633 -0.22323 2.92067 -3.9704 0.9649 -0.8408 -0.094
S 1.63206 -0.24980 4.05629 6.7507 1.4951 2.0270 0.748
O 2.98066 0.06141 3.51323 -2.4474 -1.4626 0.2604 -0.587
O 1.34585 0.61049 5.21452 -0.7550 -1.8802 -1.5279 -0.582
C 1.72911 -2.09107 4.65808 1.6013 1.8126 -1.8522 0.606
F 0.78779 -2.20546 5.51400 -1.2998 -1.1073 1.0632 -0.179
F 1.57118 -2.94863 3.58296 0.1621 0.8477 1.4361 -0.205
F 2.92990 -2.25871 5.22316 -0.9472 -0.3525 -0.5489 -0.192
C 4.69297 0.76711 -2.57277 -1.3434 0.1019 0.2701 -1.082
C 4.02589 0.87922 -1.21628 -1.6425 -1.1779 0.5221 0.552
O 2.97769 0.19436 -0.97379 0.9819 0.0369 -0.5657 -0.362
N 4.64342 1.60945 -0.30027 -0.2058 1.2613 -0.7621 -0.063
C 4.21253 1.70836 1.06798 -0.5632 -0.2668 0.6718 -0.770
H 5.69380 1.19862 -2.58759 0.0023 -0.5457 0.0224 0.400
H 4.07551 1.25850 -3.32468 -0.0752 0.1562 0.0781 0.220
H 4.55205 -0.29687 -2.76303 0.8781 -0.0289 -0.3739 0.278
H 5.10344 2.40133 -0.72620 0.6449 -0.1656 0.3234 0.269
H 4.10759 2.72137 1.45646 0.5505 0.1318 -0.3375 0.394
H 4.93110 1.14173 1.66017 -0.4080 0.0858 0.3607 0.323
H 3.19700 1.31985 1.14445 0.2501 -0.3990 0.1574 0.008
C -2.43812 -4.65809 -0.96975 -0.2059 -0.4992 -0.3780 -0.813
C -1.46317 -3.87349 -1.84783 -1.7156 -0.3236 0.4192 0.527
O -0.96844 -2.83193 -1.43701 2.0145 1.3821 0.2983 -0.419
N -1.40764 -4.28458 -3.12637 0.0045 -1.2612 0.2467 -0.067
C -0.57132 -3.81605 -4.18910 0.1437 2.1882 -0.4778 -0.668
H -2.00670 -5.24332 -0.15767 0.6025 -0.0485 -0.3247 0.235
H -2.97143 -5.33724 -1.63491 -0.1895 -0.1949 0.3546 0.317
H -3.17002 -4.05053 -0.43750 0.1613 0.5263 -0.4659 0.066
H -2.04251 -5.02626 -3.38510 0.1310 -0.0014 0.2507 0.208
H -1.17614 -3.22520 -4.87700 -0.2288 -0.1654 -0.2579 0.361
H -0.02111 -4.53160 -4.80014 -0.1422 -0.4416 0.6303 0.370
H 0.09188 -3.04097 -3.80503 0.2520 -0.4614 0.2089 -0.046
C 1.81673 3.86449 -0.43041 -0.4235 -0.4667 0.6802 -1.017
C 0.58165 3.16619 0.16744 2.1959 1.4526 -1.2362 0.297
O 0.65835 1.95546 0.28762 0.1729 -2.5517 0.1919 0.394
N -0.45012 3.87571 0.49827 -1.6940 1.6804 1.0215 0.169
C -0.58879 5.35939 0.57413 0.0453 0.1340 -1.7609 -1.291
H 2.30500 3.14237 -1.08482 -0.3604 0.3365 -0.3759 -0.171
H 2.51980 3.99292 0.39257 -0.0751 0.3885 0.1517 0.266
H 1.54442 4.82069 -0.87722 0.3086 -0.2011 -0.1930 0.570
H -1.18543 3.30961 0.89695 -0.2807 0.1720 0.0152 0.305
H 0.32039 5.92634 0.77429 0.0846 -0.6037 0.9290 0.411
H -1.45550 5.72595 1.12418 0.3695 -0.6845 0.6409 0.361
H -0.80430 5.76500 -0.41438 -0.2100 -0.4172 -0.4666 0.418
C -4.30638 -0.96216 1.34843 0.7110 -0.4910 -0.0195 -0.881
C -3.09240 -1.82371 1.73937 -1.5851 1.1471 -0.9381 0.481
O -2.13534 -1.77778 0.96440 1.8450 -0.2050 -0.2681 -0.159
N -3.22133 -2.60180 2.79149 -0.1710 -1.0623 1.5514 -0.098
C -2.26377 -3.57361 3.27666 1.6090 -0.3885 -1.1733 -0.738
H -4.44397 -1.11628 0.27819 -0.0765 -0.0201 0.0317 0.095
H -4.00457 0.07852 1.46677 -0.1897 -0.0197 0.2097 0.153
H -5.22289 -1.22869 1.87479 0.1169 0.2064 0.1080 0.511
H -4.08113 -2.58788 3.32125 0.0267 0.4168 -0.3084 0.252
H -1.36247 -3.14908 3.71886 -0.4481 0.4143 0.7797 0.138
H -1.77801 -4.04911 2.42458 -0.3743 -0.2356 -0.4484 0.120
H -2.67759 -4.39350 3.86371 -0.2903 0.5777 0.1534 0.433
```
Forces are in eV/Å.

---

This record from OMol25 describes a molecular structure, C16H28LiO12S in a non-equilibrium geometry. The level of theory is wB97M-V/def2-TZVPD.

## Properties
- energy (Eh) = -1934.93070
- frontier orbital gap (eV) = 5.88
- net charge = -1

Structure (XYZ):
```
58
Properties=species:S:1:pos:R:3:forces:R:3:nbo_charge:R:1
Li 37.94335 36.26580 74.61765 0.5592 0.4120 -0.4510 0.896
S 40.15137 37.72083 72.70430 5.3098 1.0507 -3.0208 2.642
O 39.29537 38.37466 71.71952 -2.6311 0.2396 -0.5512 -1.095
O 41.16360 38.69132 73.05806 1.1251 1.2629 0.8738 -1.104
O 39.50527 37.34808 73.92959 -3.3225 -1.8324 3.8564 -1.170
O 40.82044 36.56344 72.08832 -0.9375 -1.3001 0.1443 -1.098
C 35.81574 38.74710 74.42239 0.0789 -5.5442 -9.6574 -0.230
O 37.03843 38.11375 74.08017 -1.0404 -1.4835 2.2519 -0.751
H 35.00613 38.21285 73.74327 1.0169 2.3792 1.0432 0.163
H 36.04136 39.66255 74.59424 0.3496 6.9886 -0.6574 0.190
H 35.63744 38.51498 75.28637 -2.2829 -3.5415 9.6300 0.143
H 37.30816 38.54156 73.31548 1.6428 0.9394 -2.5032 0.498
C 38.54198 33.24543 74.40090 2.3606 -4.4883 2.8351 -0.246
O 38.83314 34.42248 73.88459 0.2385 4.7262 -1.2031 -0.771
H 39.08729 33.00862 75.42050 0.0181 0.5692 -1.4696 0.124
H 39.06352 32.53111 73.66713 -2.0069 -0.4122 1.2304 0.172
H 37.54045 33.12712 74.90243 0.2067 0.1287 -2.0566 0.198
H 39.69538 34.52118 73.39939 -1.0231 0.0097 0.6722 0.538
C 36.95281 36.43780 77.89230 0.4108 -1.3645 -0.6198 -0.273
O 38.11527 36.39389 77.00011 0.5900 0.4480 1.9502 -0.754
H 36.42402 37.17460 77.42304 -1.7966 2.8241 -0.3814 0.167
H 37.23599 36.76674 78.93888 -0.6321 -1.1014 -1.1047 0.195
H 36.18862 35.59331 77.67481 2.0393 0.4046 1.1898 0.178
H 38.68028 37.12258 77.40961 -0.7026 -1.2752 -1.4826 0.500
C 34.71736 35.03645 74.08785 -1.4247 -0.1402 -2.2982 -0.263
O 35.85461 35.32395 74.81083 -0.2280 3.2754 3.7332 -0.726
H 34.22562 35.90623 73.55131 0.3666 -0.3723 1.1772 0.171
H 34.04135 34.52330 74.78581 -0.3789 -0.1208 -0.8460 0.160
H 35.00599 34.47430 73.18347 -0.0916 -0.5233 0.7298 0.208
H 35.44425 35.94039 75.58129 2.0364 -2.0136 -2.4818 0.465
C 41.34444 39.21176 76.44337 0.7427 2.7675 4.4849 -0.235
C 42.46400 39.67677 77.14626 -2.5171 1.5015 1.6860 -0.261
C 42.23425 40.69217 78.16165 -1.6183 -1.3721 -3.8596 0.265
C 40.96043 41.28175 78.29746 -0.3378 -4.3909 -3.1050 -0.280
C 39.86467 40.70880 77.55933 -0.2357 0.6985 1.7460 -0.247
C 40.04682 39.55334 76.74349 0.8089 3.8840 0.8598 0.270
O 39.01475 39.12225 76.07013 -1.5094 -2.3103 -1.7794 -0.721
O 43.22214 41.23880 78.81794 2.0363 1.5048 3.1663 -0.705
H 41.51920 38.55007 75.76465 0.8246 -4.0968 -4.4305 0.230
H 43.40365 39.19471 76.96669 0.5377 0.2446 -0.0213 0.209
H 40.75378 42.00449 78.97699 -0.2266 2.2921 1.8234 0.201
H 38.83726 41.22766 77.75857 1.8129 -1.3740 -0.7309 0.202
H 39.28339 38.45607 75.33688 -0.3228 0.9729 0.4548 0.542
H 44.05851 41.40182 78.39674 0.0782 -0.4009 -0.7730 0.487
C 35.48354 36.76261 69.33994 0.5751 -0.8598 -0.2303 -0.251
C 35.08337 35.42486 69.06292 -1.4700 2.1157 -0.2629 -0.271
C 35.70123 34.38887 69.70766 2.6144 1.9937 2.0312 0.263
C 36.61944 34.59182 70.77069 -4.6394 7.6279 -6.3387 -0.265
C 36.97523 35.96091 70.93604 -0.6416 -4.9425 0.3117 -0.231
C 36.53477 37.00752 70.23478 -0.0559 2.6082 0.7669 0.288
O 37.01970 38.26068 70.62370 -2.5164 -0.5261 -1.8793 -0.744
O 35.42354 33.22556 69.23581 -4.6116 -3.2497 -0.0697 -0.714
H 35.13806 37.58690 68.77105 -0.7285 0.6153 -0.3830 0.211
H 34.15761 35.13672 68.42866 1.9843 0.7988 0.7356 0.214
H 37.07865 33.95779 71.29076 3.4116 -5.5194 3.9813 0.189
H 37.63034 35.94762 71.70472 2.4462 1.4456 2.2712 0.216
H 37.85010 38.27853 71.16647 0.9479 -0.7693 -0.0858 0.526
H 36.02266 32.65221 68.87055 2.7603 -1.4042 -0.9027 0.488
```
Forces are in eV/Å.

---

> The highest net charge belongs to which entry?

C16H28F12InN6O12S4

---

> The lowest frontier orbital gap belongs to which entry?

C16H28F12InN6O12S4

---

> The lowest net charge belongs to which entry?

C16H28LiO12S

---

> Which of these has the lowest net charge?

C16H28LiO12S